29
Properties=species:S:1:pos:R:3:forces:R:3:nbo_charge:R:1 method="wB97M-V/def2-TZVPD" e_lumo_ev="-5.0 / -8.4" multiplicity=2 total_charge=+1 fmax_ev_per_a=3.72 e_above_lowest_kj_mol=130.66 total_energy_ev=-30641.2931 orbital_gap_ev="7.220 / 3.850"
Ag 3.74740 1.93598 3.56057 -0.80 -0.75 -0.56 0.90
Cl 2.00932 0.53064 2.21235 0.69 1.04 0.21 -0.85
C 0.32144 0.92702 -1.98162 1.83 -3.22 -0.39 -0.63
C -0.01028 2.09136 -1.10205 -1.27 1.28 0.82 -0.13
C -1.06334 1.71113 -0.03316 -1.67 -0.24 -1.49 -0.08
O -2.27644 1.23220 -0.72776 1.84 0.43 0.27 -0.54
C -3.25355 0.79801 0.21130 -0.34 0.93 0.61 -0.26
N 1.18790 2.62685 -0.50440 -0.49 -3.06 -1.50 -0.27
H 0.56651 0.07015 -1.35408 0.05 -0.06 0.68 0.25
H 1.24823 0.94624 -2.55502 -0.12 0.78 -0.41 0.24
H -0.45938 0.47410 -2.59259 -0.50 1.16 -0.08 0.29
H -0.32136 2.84724 -1.82314 -0.71 0.40 0.06 0.28
H -1.26376 2.61891 0.53593 -0.32 -0.09 0.31 0.20
H -0.76737 0.88770 0.61681 0.66 0.23 0.14 0.20
H -3.03820 -0.11560 0.76541 0.51 -0.19 -0.25 0.19
H -4.23044 0.68292 -0.25831 0.32 0.03 -0.38 0.22
H -3.33958 1.61423 0.92858 -0.36 -0.08 0.37 0.17
H 1.50063 1.99504 0.21887 0.29 0.14 2.17 0.43
H 1.94732 2.63826 -1.17017 0.42 1.21 -0.55 0.40
C -0.00038 -3.06149 0.38103 -1.01 0.83 -0.32 -0.09
C 1.51499 -3.09219 0.44929 -0.51 1.22 0.49 -0.10
O 2.15384 -1.88507 -0.03448 -0.61 -0.62 -0.52 -0.76
O -0.67132 -2.10740 1.23431 0.63 -0.26 0.34 -0.72
H -0.42389 -4.02210 0.67424 0.21 -0.08 -0.08 0.20
H -0.36991 -2.79614 -0.60949 0.34 -0.50 -0.49 0.16
H 1.85415 -3.93482 -0.15324 0.30 0.07 0.26 0.20
H 1.73163 -3.14724 1.51613 0.43 -0.66 0.00 0.18
H 2.16850 -1.24062 0.67691 0.06 0.03 0.31 0.48
H -0.46268 -1.22540 0.91786 0.15 0.01 -0.02 0.45